ORCA calculation (ωB97M-V with the def2-TZVPD basis set) on a 9-piece molecular cluster, C44H94Cl2F3N4O25S8 overall at a distorted geometry.

charge	+1
frontier orbital gap	7.419	eV
HOMO	-11.558	eV
E_tot	-224154.1637	eV

Each atom is followed by the atoms it is bonded to, with distances in Å.
Cartesian coordinates (Å):
1 C 1.88006 -6.47065 1.89434  C2 1.665, H31 1.171, H32 1.191, H33 1.185
2 C 2.11837 -5.97134 0.32416  C1 1.665, C3 1.673, H34 1.183, H35 1.171
3 C 0.74286 -5.25793 -0.30600  C2 1.673, C4 1.637, H36 1.193, H37 1.177
4 C 1.10440 -3.74349 -0.81053  C3 1.637, C5 1.631, H38 1.193, H39 1.194
5 C -0.10113 -2.92962 -1.54914  C4 1.631, C6 1.637, H40 1.180, H41 1.194
6 C -1.51560 -2.83069 -0.73140  C5 1.637, C7 1.649, C11 1.638, N29 1.546
7 C -2.54897 -4.07124 -1.06606  C6 1.649, F8 1.501, F9 1.494, F10 1.509
8 F -2.41420 -5.23692 -0.13069  C7 1.501
9 F -2.38845 -4.64145 -2.43800  C7 1.494
10 F -4.00263 -3.67778 -0.97224  C7 1.509
11 C -1.53562 -2.62141 0.89278  C6 1.638, C12 1.669, N18 1.509, H42 1.169
12 C -0.27128 -1.80802 1.61795  C11 1.669, C13 1.674, C17 1.628
13 C 0.53698 -0.56546 0.84120  C12 1.674, C14 1.659, H43 1.169
14 C 1.76898 0.01464 1.78896  C13 1.659, C15 1.627, H44 1.190
15 C 2.14675 -0.48464 3.29085  C14 1.627, N16 1.491, H45 1.188
16 N 1.38090 -1.59624 3.92328  C15 1.491, C17 1.490
17 C 0.28801 -2.18633 3.09975  C12 1.628, N16 1.490, H46 1.196
18 N -2.66184 -1.64037 1.11028  C11 1.509, C19 1.503, C23 1.507
19 C -3.92787 -2.10893 1.77200  N18 1.503, C20 1.673, H47 1.172, H48 1.186
20 C -3.68915 -2.03019 3.42562  C19 1.673, C21 1.666, Cl22 1.857, H49 1.175
21 C -5.03594 -2.75220 4.09020  C20 1.666, H50 1.170, H51 1.189, H52 1.170
22 Cl -3.55401 -0.27957 4.03072  C20 1.857
23 C -2.74319 -0.69740 -0.06180  N18 1.507, N24 1.366, N29 1.497
24 N -3.36920 0.51151 0.04713  C23 1.366, C25 1.509, H53 1.064
25 C -3.37472 1.44907 -1.13543  N24 1.509, C26 1.644, H54 1.172, H55 1.190
26 C -3.53973 3.01324 -0.65854  C25 1.644, C27 1.646, O28 1.484, H56 1.194
27 C -4.98359 3.35959 0.05146  C26 1.646, H57 1.178, H58 1.193, H59 1.179
28 O -3.23547 3.85214 -1.84486  C26 1.484, H60 1.015
29 N -1.96429 -1.40547 -1.12662  C6 1.546, C23 1.497, Cl30 1.718
30 Cl -2.53934 -1.44299 -2.74482  N29 1.718
31 H 1.09796 -5.82239 2.47670  C1 1.171
32 H 2.89989 -6.39975 2.50519  C1 1.191
33 H 1.54294 -7.60435 1.96694  C1 1.185
34 H 2.99605 -5.18053 0.38155  C2 1.183
35 H 2.36058 -6.90823 -0.33530  C2 1.171
36 H 0.02373 -5.13253 0.63801  C3 1.193
37 H 0.21404 -5.93870 -1.10731  C3 1.177
38 H 1.62593 -3.15122 0.08430  C4 1.193
39 H 1.97205 -3.86529 -1.62232  C4 1.194
40 H -0.18927 -3.35407 -2.64628  C5 1.180
41 H 0.28235 -1.80658 -1.68255  C5 1.194
42 H -1.64529 -3.53509 1.61446  C11 1.169
43 H 0.26486 -0.17810 -0.22789  C13 1.169
44 H 2.44235 0.88046 1.32772  C14 1.190
45 H 3.03506 0.01431 3.90210  C15 1.188
46 H -0.28499 -3.10118 3.61496  C17 1.196
47 H -4.80571 -1.38408 1.49468  C19 1.172
48 H -4.16962 -3.25095 1.56099  C19 1.186
49 H -2.78460 -2.72291 3.71217  C20 1.175
50 H -5.60922 -2.04138 4.82217  C21 1.170
51 H -5.80083 -3.07613 3.23888  C21 1.189
52 H -4.75621 -3.72824 4.67203  C21 1.170
53 H -3.82809 0.75538 0.97545  N24 1.064
54 H -2.43989 1.23754 -1.81043  C25 1.172
55 H -4.33174 1.17671 -1.78872  C25 1.190
56 H -2.69762 3.19174 0.16864  C26 1.194
57 H -5.15346 2.61688 0.94954  C27 1.178
58 H -4.88930 4.46172 0.49748  C27 1.193
59 H -5.89998 3.36650 -0.68963  C27 1.179
60 H -2.37296 3.46756 -2.21554  O28 1.015
61 O 4.90815 -6.15044 -0.99583  S62 1.447
62 S 5.31695 -6.15384 -2.38421  O61 1.447, O63 1.448, O64 1.629, C67 1.776
63 O 5.19784 -7.33148 -3.21742  S62 1.448
64 O 6.84123 -5.58921 -2.49032  S62 1.629, C65 1.420
65 C 7.85070 -6.19866 -1.69909  O64 1.420, C66 1.517, H68 1.095, H69 1.095
66 C 8.31059 -7.51173 -2.30370  C65 1.517, H70 1.093, H71 1.094, H72 1.095
67 C 4.52132 -4.79895 -3.21141  S62 1.776, H73 1.091, H74 1.092, H75 1.092
68 H 7.50879 -6.33573 -0.66757  C65 1.095
69 H 8.69664 -5.50343 -1.66877  C65 1.095
70 H 7.51789 -8.26330 -2.25943  C66 1.093
71 H 9.17842 -7.90283 -1.76462  C66 1.094
72 H 8.57523 -7.38227 -3.35830  C66 1.095
73 H 4.65752 -3.89352 -2.61757  C67 1.091
74 H 3.45850 -5.03367 -3.29929  C67 1.092
75 H 4.96061 -4.68383 -4.20399  C67 1.092
76 O -6.58195 0.02741 -5.26611  S77 1.447
77 S -5.65750 -0.98421 -5.73164  O76 1.447, O78 1.448, O79 1.629, C82 1.776
78 O -4.39838 -0.64402 -6.35947  S77 1.448
79 O -6.45518 -2.03124 -6.69130  S77 1.629, C80 1.420
80 C -7.19149 -1.52110 -7.79318  O79 1.420, C81 1.517, H83 1.095, H84 1.095
81 C -6.27993 -1.17353 -8.95484  C80 1.517, H85 1.093, H86 1.094, H87 1.095
82 C -5.33269 -2.11042 -4.39780  S77 1.776, H88 1.091, H89 1.092, H90 1.092
83 H -7.79675 -0.65900 -7.49289  C80 1.095
84 H -7.88523 -2.30878 -8.10650  C80 1.095
85 H -5.63927 -0.32217 -8.71005  C81 1.093
86 H -6.86544 -0.91279 -9.84134  C81 1.094
87 H -5.62192 -2.01446 -9.19743  C81 1.095
88 H -6.28208 -2.41819 -3.95627  C82 1.091
89 H -4.72516 -1.58885 -3.65531  C82 1.092
90 H -4.78667 -2.97155 -4.78737  C82 1.092
91 O -2.23445 7.35458 -5.68546  S92 1.447
92 S -2.54628 8.46056 -4.80554  O91 1.447, O93 1.448, O94 1.629, C97 1.776
93 O -1.53988 9.40822 -4.37612  S92 1.448
94 O -3.32389 7.89133 -3.49223  S92 1.629, C95 1.420
95 C -2.72134 6.84656 -2.74262  O94 1.420, C96 1.517, H98 1.095, H99 1.095
96 C -1.61972 7.37469 -1.84334  C95 1.517, H100 1.093, H101 1.094, H102 1.095
97 C -3.90998 9.36487 -5.49513  S92 1.776, H103 1.091, H104 1.092, H105 1.092
98 H -2.34864 6.05656 -3.40346  C95 1.095
99 H -3.50775 6.40354 -2.12198  C95 1.095
100 H -0.77186 7.73554 -2.43166  C96 1.093
101 H -1.25730 6.58930 -1.17363  C96 1.094
102 H -1.97876 8.21699 -1.24283  C96 1.095
103 H -4.69858 8.66141 -5.76760  C97 1.091
104 H -3.55266 9.89034 -6.38316  C97 1.092
105 H -4.26738 10.08376 -4.75560  C97 1.092
106 O 2.27125 -9.70308 1.69493  S107 1.447
107 S 1.44508 -10.88547 1.57620  O106 1.447, O108 1.448, O109 1.629, C112 1.776
108 O 0.43677 -11.22022 2.55932  S107 1.448
109 O 2.40379 -12.18229 1.34681  S107 1.629, C110 1.420
110 C 3.45082 -12.42867 2.27392  O109 1.420, C111 1.517, H113 1.095, H114 1.095
111 C 2.92443 -13.06152 3.54813  C110 1.517, H115 1.093, H116 1.094, H117 1.095
112 C 0.68525 -10.88573 -0.02869  S107 1.776, H118 1.091, H119 1.092, H120 1.092
113 H 4.00678 -11.50964 2.48844  C110 1.095
114 H 4.14818 -13.12241 1.79195  C110 1.095
115 H 2.30139 -12.35845 4.10732  C111 1.093
116 H 3.74988 -13.37148 4.19564  C111 1.094
117 H 2.30335 -13.93416 3.32066  C111 1.095
118 H 1.45084 -10.69223 -0.78197  C112 1.091
119 H -0.06720 -10.09459 -0.04662  C112 1.092
120 H 0.21093 -11.85466 -0.19497  C112 1.092
121 O 8.10871 -1.86834 -3.97105  S122 1.447
122 S 9.43042 -2.45790 -3.98518  O121 1.447, O123 1.448, O124 1.629, C127 1.776
123 O 9.95047 -3.20535 -2.85995  S122 1.448
124 O 10.51604 -1.31763 -4.40318  S122 1.629, C125 1.420
125 C 10.54793 -0.10396 -3.66663  O124 1.420, C126 1.517, H128 1.095, H129 1.095
126 C 11.26452 -0.27948 -2.34115  C125 1.517, H130 1.093, H131 1.094, H132 1.095
127 C 9.58797 -3.45827 -5.44375  S122 1.776, H133 1.091, H134 1.092, H135 1.092
128 H 9.53679 0.29117 -3.52102  C125 1.095
129 H 11.09458 0.62496 -4.27468  C125 1.095
130 H 10.69377 -0.92556 -1.66884  C126 1.093
131 H 11.40360 0.68594 -1.84586  C126 1.094
132 H 12.24297 -0.74871 -2.48764  C126 1.095
133 H 9.25264 -2.88012 -6.30648  C127 1.091
134 H 8.95929 -4.34208 -5.31705  C127 1.092
135 H 10.63181 -3.75680 -5.55648  C127 1.092
136 O -2.78948 5.00757 3.05583  S137 1.447
137 S -2.49293 3.91862 3.96189  O136 1.447, O138 1.448, O139 1.629, C142 1.776
138 O -3.21888 3.72971 5.19986  S137 1.448
139 O -0.89644 3.91685 4.28546  S137 1.629, C140 1.420
140 C -0.29742 5.11016 4.76890  O139 1.420, C141 1.517, H143 1.095, H144 1.095
141 C -0.58151 5.31347 6.24510  C140 1.517, H145 1.093, H146 1.094, H147 1.095
142 C -2.53512 2.39602 3.04924  S137 1.776, H148 1.091, H149 1.092, H150 1.092
143 H -0.62067 5.97556 4.18043  C140 1.095
144 H 0.78341 5.00703 4.62383  C140 1.095
145 H -1.64156 5.51888 6.41624  C141 1.093
146 H -0.00562 6.15686 6.63722  C141 1.094
147 H -0.32979 4.41405 6.81665  C141 1.095
148 H -1.94025 2.51165 2.14164  C142 1.091
149 H -3.57511 2.18486 2.79186  C142 1.092
150 H -2.13712 1.59662 3.67693  C142 1.092
151 O 2.48900 6.47831 7.94280  S152 1.447
152 S 3.47803 7.16722 8.74400  O151 1.447, O153 1.448, O154 1.629, C157 1.776
153 O 3.16986 8.38242 9.46760  S152 1.448
154 O 4.81084 7.41860 7.84182  S152 1.629, C155 1.420
155 C 4.67347 8.07748 6.59141  O154 1.420, C156 1.517, H158 1.095, H159 1.095
156 C 4.52856 9.57705 6.76882  C155 1.517, H160 1.093, H161 1.094, H162 1.095
157 C 4.19544 6.00539 9.87912  S152 1.776, H163 1.091, H164 1.092, H165 1.092
158 H 3.83476 7.66310 6.02169  C155 1.095
159 H 5.58480 7.87164 6.01957  C155 1.095
160 H 3.57871 9.82551 7.24972  C156 1.093
161 H 4.56137 10.08598 5.80103  C156 1.094
162 H 5.32683 9.97183 7.40592  C156 1.095
163 H 4.48505 5.10788 9.32995  C157 1.091
164 H 3.44300 5.75874 10.63105  C157 1.092
165 H 5.06182 6.46674 10.35659  C157 1.092
166 O -8.48103 7.13553 -0.26956  S167 1.447
167 S -7.10779 7.35732 -0.66925  O166 1.447, O168 1.448, O169 1.629, C172 1.776
168 O -5.99228 6.98845 0.17624  S167 1.448
169 O -6.93077 8.91234 -1.12100  S167 1.629, C170 1.420
170 C -7.33140 9.93399 -0.21976  O169 1.420, C171 1.517, H173 1.095, H174 1.095
171 C -6.29751 10.14801 0.86949  C170 1.517, H175 1.093, H176 1.094, H177 1.095
172 C -6.86085 6.63232 -2.27125  S167 1.776, H178 1.091, H179 1.092, H180 1.092
173 H -8.31626 9.71462 0.20645  C170 1.095
174 H -7.43080 10.85513 -0.80415  C170 1.095
175 H -6.24295 9.28207 1.53459  C171 1.093
176 H -6.54868 11.02421 1.47438  C171 1.094
177 H -5.30110 10.28743 0.43738  C171 1.095
178 H -7.66731 6.95377 -2.93253  C172 1.091
179 H -6.87929 5.54645 -2.15739  C172 1.092
180 H -5.89044 6.94989 -2.65710  C172 1.092